(1)
C7H13ClN5OS | ωB97M-V/def2-TZVPD

```
28
Properties=species:S:1:pos:R:3:forces:R:3
C 2.176 -0.672 -0.355 0.09 1.48 -0.34
C 2.309 1.692 -0.120 -0.30 1.20 0.51
C -2.613 1.903 0.033 0.13 2.18 -1.15
C 3.136 0.486 -0.215 0.97 -0.80 0.63
C -4.101 2.056 -0.177 -0.50 -1.15 2.75
C 0.592 -3.763 0.940 -2.53 -0.75 -0.25
C 1.586 -3.492 -0.141 1.31 0.99 2.20
N 1.019 -0.454 -0.954 0.68 -2.38 0.40
N 1.116 1.802 -0.586 1.23 0.75 0.59
N 0.553 0.707 -1.210 -0.63 0.70 -0.05
N -1.738 2.766 -0.459 2.55 -1.64 1.67
N -2.125 0.870 0.722 -0.46 -3.21 0.63
O -0.872 0.685 0.948 -1.07 0.45 -0.19
S 2.733 -2.048 0.472 -0.90 -1.76 -1.19
Cl 3.237 3.078 0.445 -1.02 -0.46 -0.15
H 3.855 0.228 0.650 -1.05 1.06 -1.24
H 3.746 0.783 -1.095 0.14 -1.10 0.09
H -4.517 2.911 0.424 0.71 -0.57 -0.71
H -4.734 1.155 0.185 1.37 1.26 -0.81
H -4.208 2.216 -1.201 -0.73 0.33 -1.68
H -0.018 -4.712 0.686 1.01 1.38 0.51
H 0.934 -3.805 1.963 0.68 -0.49 0.08
H -0.133 -2.934 0.995 0.08 -0.25 -0.30
H 1.137 -3.209 -1.037 -0.68 0.81 -1.44
H 2.215 -4.335 -0.341 0.74 -0.30 0.06
H -1.851 3.481 -1.149 -0.96 0.34 -0.08
H -0.663 2.609 -0.216 -2.17 0.00 -0.73
H -2.770 -0.002 0.794 1.29 1.93 0.20
```
Forces are in eV/Å.

HOMO-LUMO gap (spin up / spin down): 8.0 / 4.9 eV
molecular weight: 250.74 g/mol
highest occupied orbital energy (spin up / spin down): -0.4563 / -0.3970 Eh
multiplicity: 1
LUMO energy (spin up / spin down): -4.374 / -5.862 eV
charge: +1
total energy: -40313.336 eV


(2)
C10H21F3IO3P2Pb | ωB97M-V/def2-TZVPD

```
41
Properties=species:S:1:pos:R:3:forces:R:3
C -0.945 1.994 -0.489 -1.36 2.06 -0.96
I 1.372 -2.776 0.506 -0.47 -0.15 -0.46
H -1.454 1.799 -1.452 -0.05 0.61 0.36
H -0.104 2.694 -0.571 -0.22 -0.40 0.16
H -1.632 2.196 0.343 0.36 -0.14 -0.28
Pb -0.206 -0.087 -0.430 1.30 -1.39 2.23
P 1.974 0.450 -1.579 0.33 -0.42 -1.41
C 3.313 1.104 -0.629 -0.34 0.12 0.81
C 2.451 -1.094 -2.338 -0.01 -0.07 0.19
H 3.038 -0.783 -3.203 0.19 -0.36 -0.18
H 2.322 1.588 -3.544 -0.07 0.32 -0.29
H 1.581 -1.687 -2.640 0.25 0.14 -0.18
H 0.567 1.219 -3.378 0.31 0.09 -0.09
H 3.612 0.388 0.141 0.13 0.14 -0.17
H 3.048 -1.666 -1.619 0.08 0.11 -0.39
C 1.467 1.584 -2.866 -0.27 0.03 0.27
H 4.110 1.249 -1.362 0.19 0.07 -0.05
H 1.282 2.581 -2.453 0.16 -0.06 -0.25
H 3.038 2.054 -0.163 0.19 -0.02 -0.11
P -2.061 -0.763 1.332 -0.93 -1.29 0.71
C -1.806 -0.441 3.054 -0.08 0.50 0.92
C -3.541 0.072 0.760 0.90 0.13 -0.42
H -2.081 -2.815 0.044 -0.26 -0.08 0.25
H -3.272 -2.723 1.390 -0.05 -0.27 0.03
H -1.526 -3.064 1.730 -0.25 0.08 -0.02
C -2.238 -2.531 1.091 0.45 0.10 -0.38
H -3.616 -0.028 -0.328 -0.37 0.04 0.22
H -4.325 -0.485 1.274 -0.40 0.20 -0.02
H -2.688 -0.802 3.572 -0.89 0.30 -0.02
H -1.632 0.623 3.227 -0.29 0.00 0.19
H -3.499 1.121 1.065 -0.38 -0.16 -0.01
H -0.970 -0.997 3.480 -0.95 0.00 -0.02
C 0.927 0.927 1.543 -0.26 -0.04 -0.85
O 1.397 1.359 2.461 0.55 1.74 0.61
F 3.280 -2.041 3.681 -0.69 0.96 -0.93
C 2.674 -0.979 3.118 1.61 0.00 2.42
F 2.954 0.100 3.924 -0.77 -1.51 -1.16
F 3.301 -0.734 1.928 -0.87 -0.11 0.30
C 1.107 -1.336 3.057 0.99 -1.07 2.24
O 0.696 -2.115 3.884 0.46 0.64 -0.68
O 0.332 -0.790 2.167 1.78 -0.81 -2.59
```
Forces are in eV/Å.

HOMO-LUMO gap (spin up / spin down): 4.9 / 6.0 eV
molecular weight: 642.32 g/mol
highest occupied orbital energy (spin up / spin down): -0.7257 / -0.7265 Eh
ΔE to the lowest compared entry with this formula, charge and spin: 1.648 eV
multiplicity: 1
LUMO energy (spin up / spin down): -14.856 / -13.770 eV
charge: +3
total energy: -56895.679 eV


(3)
C8H12As4F25MnO6 | ωB97M-V/def2-TZVPD

```
56
Properties=species:S:1:pos:R:3:forces:R:3
Mn -0.800 0.217 0.315 -2.98 0.25 0.93
As 0.040 -1.814 -3.118 -1.95 1.63 2.54
F 0.927 -0.404 -3.933 -1.22 -1.86 0.77
F 0.253 -2.895 -4.487 -0.31 0.89 0.41
F -0.695 -3.116 -2.118 0.72 1.14 -1.64
F -0.276 -0.754 -1.601 1.35 -0.65 -1.38
F -1.635 -1.104 -3.568 3.31 -1.72 -0.19
F 1.630 -2.317 -2.457 -1.15 0.58 -0.71
As -4.350 -1.631 -0.693 -0.11 -0.03 1.23
F -4.636 -2.000 1.091 0.72 0.38 -2.08
F -3.885 -3.395 -0.968 -0.66 1.90 0.45
F -4.129 -1.371 -2.428 -0.70 -0.33 1.53
F -4.824 0.093 -0.416 0.51 -2.96 -0.39
F -2.578 -1.268 -0.429 -1.96 -0.52 -0.03
F -6.132 -2.123 -0.854 1.72 0.56 -0.38
As -2.943 2.498 -2.257 0.20 -1.86 1.23
F -2.481 3.882 -1.211 -0.40 -1.22 -1.33
F -3.710 3.592 -3.462 0.78 -0.61 0.94
F -3.429 1.087 -3.167 0.35 1.29 -0.04
F -2.000 1.336 -1.194 -1.04 1.45 -0.77
F -4.522 2.284 -1.332 2.45 1.32 -1.43
F -1.303 2.522 -3.147 -2.05 0.81 0.55
As 0.285 1.710 3.660 -4.52 0.71 -0.25
F -0.481 3.037 2.563 2.20 -1.54 1.52
F 0.292 2.795 5.072 0.68 -0.31 -0.66
F 0.971 0.366 4.672 -1.14 1.17 -1.03
F 0.203 0.600 2.221 0.65 0.99 1.91
F 1.909 2.127 3.297 0.17 0.35 -0.41
F -1.488 1.510 4.123 2.69 -0.90 -0.30
F -2.448 1.020 1.407 1.65 -0.80 -0.77
C 1.402 -4.613 4.578 -1.50 -1.12 1.27
C 1.556 -3.585 3.522 -0.03 0.82 -0.92
C 2.100 -4.089 2.210 1.87 0.00 0.86
O 1.295 -3.422 1.226 4.38 -3.06 -3.31
C 0.443 -2.682 1.775 -1.31 2.52 0.69
O -0.120 -1.743 1.298 -0.78 0.10 -0.99
O 0.371 -3.007 3.010 -3.88 -0.22 4.22
H 0.548 -4.392 5.219 -0.31 0.45 0.05
H 2.127 -4.869 5.349 0.88 0.78 -0.45
H 1.137 -5.602 4.204 0.06 0.02 -0.56
H 1.985 -2.618 3.782 1.33 -0.66 0.88
H 2.221 -5.171 2.155 -1.01 0.02 -0.55
H 3.131 -3.749 2.312 0.33 0.31 -1.40
C 3.085 4.822 -1.949 -2.12 0.70 0.09
C 2.392 3.635 -2.614 1.59 0.06 -1.25
C 3.309 2.383 -2.562 0.15 0.33 -0.45
O 2.633 1.528 -1.709 -0.50 -1.75 2.11
C 1.567 2.096 -1.121 -2.45 -1.86 0.71
O 0.828 1.568 -0.251 3.59 2.80 -3.62
O 1.385 3.251 -1.806 -3.52 -0.41 3.66
H 3.731 5.464 -2.549 0.89 -0.78 0.28
H 3.271 4.470 -0.934 1.39 0.20 -0.10
H 2.295 5.532 -1.704 -0.48 0.11 -0.21
H 1.853 3.851 -3.536 0.78 0.11 -0.53
H 4.217 2.675 -2.033 0.46 -0.13 -0.49
H 3.472 1.783 -3.457 0.20 0.55 -0.25
```
Forces are in eV/Å.

HOMO-LUMO gap (spin up / spin down): 1.3 / 5.8 eV
⟨S²⟩: 12.0034
molecular weight: 1033.75 g/mol
highest occupied orbital energy (spin up / spin down): 0.2010 / 0.0339 Eh
ΔE to the lowest compared entry with this formula, charge and spin: 1.151 eV
multiplicity: 7
LUMO energy (spin up / spin down): 6.743 / 6.725 eV
charge: -4
total energy: -363394.297 eV


(4)
C3H5Br3Si | ωB97M-V/def2-TZVPD

```
12
Properties=species:S:1:pos:R:3:forces:R:3
C 0.894 -0.486 1.114 -1.79 -1.78 -3.46
C -0.001 -1.583 0.475 2.60 0.00 0.26
C 0.625 -0.544 -0.397 -2.14 3.37 1.91
Si -0.743 1.626 -1.040 0.02 -2.87 0.75
Br -2.455 1.486 0.514 0.99 0.36 -0.59
Br 0.368 3.550 -1.119 -0.24 -0.47 0.22
Br -1.844 1.388 -2.990 0.44 0.11 0.41
H 0.491 0.062 1.872 -1.27 2.13 1.32
H 1.800 -0.888 1.338 2.67 -0.85 0.76
H 0.480 -2.564 0.652 -0.49 0.39 -0.97
H -1.024 -1.572 0.678 -1.46 0.25 0.12
H 1.409 -0.473 -1.095 0.67 -0.62 -0.74
```
Forces are in eV/Å.

HOMO-LUMO gap: 8.2 eV
molecular weight: 308.87 g/mol
highest occupied orbital energy: -0.3349 Eh
ΔE to the lowest compared entry with this formula, charge and spin: 2.752 eV
multiplicity: 1
LUMO energy: -0.916 eV
total energy: -221197.453 eV


Number 1: strongest force on any atom 3.5 eV Å⁻¹. Number 2: strongest force on any atom 3.2 eV Å⁻¹. Number 3: strongest force on any atom 6.3 eV Å⁻¹. Number 4: strongest force on any atom 4.4 eV Å⁻¹.